A 5-piece molecular cluster, C20H27BBrF13N2O18S4 overall. Source: OMol25; level of theory: ωB97M-V/def2-TZVPD.

Values from the calculation:
net charge	0
HOMO-LUMO gap	9.46	eV
DFT total energy	-7732.05614	Ha
SMILES	NB(O)[C@@H]1NC(=O)[C@H](Br)[C@H]1CCC(F)(F)C(F)(F)C(F)(F)C(F)(F)C(F)(F)C(F)(F)F.O=S1(=O)OCCO1.O=S1(=O)OCCO1.O=S1(=O)OCCO1.O=S1(=O)OCCO1

Each line ends with the Mulliken charge.
Element x y z (Å)
1 N 3.940 2.635 2.776  -0.070
2 B 3.821 3.814 2.005  0.365
3 O 3.264 4.954 2.567  -0.706
4 C 4.237 3.828 0.463  -0.283
5 N 4.607 5.207 0.042  -0.541
6 C 4.515 5.230 -1.377  0.371
7 O 4.804 6.168 -2.062  -0.584
8 C 3.943 3.878 -1.845  -0.234
9 Br 2.724 4.153 -3.323  -0.145
10 C 3.206 3.417 -0.588  0.041
11 C 2.740 1.973 -0.614  -0.219
12 C 1.756 1.646 0.516  -1.346
13 C 0.637 0.752 0.049  1.132
14 F 0.138 1.084 -1.171  -0.347
15 F 1.122 -0.521 -0.071  -0.381
16 C -0.594 0.683 1.016  0.401
17 F -0.264 1.167 2.225  -0.282
18 F -0.947 -0.617 1.194  -0.309
19 C -1.926 1.368 0.544  0.581
20 F -2.496 0.550 -0.369  -0.246
21 F -2.713 1.388 1.639  -0.321
22 C -1.989 2.806 -0.108  0.721
23 F -3.259 3.230 0.105  -0.314
24 F -1.806 2.704 -1.426  -0.232
25 C -1.032 3.888 0.455  0.510
26 F 0.137 3.804 -0.211  -0.159
27 F -0.808 3.652 1.760  -0.334
28 C -1.553 5.344 0.296  0.497
29 F -0.539 6.176 0.520  -0.215
30 F -2.012 5.546 -0.935  -0.243
31 F -2.513 5.604 1.176  -0.246
32 H 4.406 1.875 2.295  0.113
33 H 4.308 2.747 3.711  0.242
34 H 3.835 5.727 2.595  0.329
35 H 5.147 3.230 0.337  0.162
36 H 3.914 5.881 0.365  0.309
37 H 4.750 3.205 -2.134  0.556
38 H 2.353 4.100 -0.489  -0.079
39 H 3.614 1.320 -0.535  0.455
40 H 2.318 1.794 -1.598  0.235
41 H 1.373 2.544 1.002  0.586
42 H 2.256 1.076 1.300  0.384
43 O -3.777 -5.907 -0.385  -0.565
44 S -4.182 -4.603 -0.765  1.124
45 O -5.155 -4.409 -1.779  -0.561
46 O -2.890 -3.744 -1.093  -0.298
47 C -2.851 -2.549 -0.283  -0.126
48 C -3.566 -2.954 0.989  -0.301
49 O -4.647 -3.784 0.521  -0.336
50 H -3.377 -1.754 -0.808  0.251
51 H -1.817 -2.269 -0.122  0.141
52 H -3.979 -2.112 1.536  0.301
53 H -2.928 -3.547 1.646  0.350
54 O 6.801 -1.498 2.056  -0.587
55 S 5.503 -1.078 2.429  0.914
56 O 4.865 -0.016 1.730  -0.366
57 O 5.493 -0.771 3.990  -0.343
58 C 4.466 -1.530 4.653  -0.265
59 C 4.355 -2.788 3.814  -0.349
60 O 4.495 -2.303 2.467  -0.313
61 H 3.541 -0.951 4.646  0.243
62 H 4.782 -1.719 5.674  0.323
63 H 3.393 -3.283 3.903  0.327
64 H 5.161 -3.493 4.023  0.288
65 O 4.730 -0.680 -3.362  -0.632
66 S 3.321 -0.777 -3.477  1.153
67 O 2.503 0.343 -3.177  -0.443
68 O 2.837 -2.049 -2.650  -0.251
69 C 2.077 -2.941 -3.482  -0.311
70 C 2.672 -2.735 -4.862  -0.395
71 O 2.910 -1.320 -4.915  -0.320
72 H 1.026 -2.651 -3.443  0.255
73 H 2.200 -3.953 -3.107  0.320
74 H 1.994 -3.001 -5.667  0.313
75 H 3.620 -3.261 -4.980  0.302
76 O -11.101 -2.710 -1.257  -0.547
77 S -10.674 -4.058 -1.368  1.102
78 O -11.460 -5.006 -2.069  -0.535
79 O -10.342 -4.591 0.099  -0.323
80 C -8.996 -5.088 0.166  -0.317
81 C -8.250 -4.255 -0.856  -0.092
82 O -9.189 -4.125 -1.935  -0.301
83 H -8.998 -6.147 -0.097  0.327
84 H -8.623 -4.960 1.178  0.279
85 H -7.337 -4.721 -1.209  0.142
86 H -8.019 -3.261 -0.469  0.266

Forces on the atoms, in the same order (eV/Å):
N 0.686 0.275 -0.372
B -0.215 -0.074 -0.208
O 0.289 0.038 0.505
C 0.113 0.576 0.408
N -0.428 -0.334 -0.502
C 0.290 0.073 -0.017
O -0.106 -0.007 0.026
C -0.289 0.438 0.243
Br 0.232 -0.138 -0.082
C 0.160 -0.166 -0.180
C 0.325 0.220 0.048
C 0.249 -0.122 0.117
C -0.066 -0.341 0.098
F 0.083 -0.002 0.051
F -0.101 0.135 -0.090
C 0.086 -0.044 -0.112
F 0.042 -0.112 -0.020
F 0.010 0.092 0.138
C 0.090 0.088 -0.030
F -0.018 0.057 0.120
F -0.012 -0.011 -0.079
C -0.268 -0.017 0.054
F 0.115 -0.060 -0.037
F -0.055 0.129 0.047
C -0.028 -0.075 -0.181
F -0.326 0.192 -0.022
F -0.049 0.172 -0.037
C 0.047 0.080 0.116
F 0.026 0.027 0.007
F 0.006 -0.052 -0.008
F -0.003 -0.059 -0.041
H -0.091 -0.102 0.256
H -0.527 -0.110 0.172
H -0.160 0.056 -0.246
H -0.092 -0.172 -0.019
H 0.348 0.132 0.271
H -0.139 -0.105 -0.161
H 0.007 -0.175 0.079
H -0.033 -0.036 -0.048
H -0.200 -0.051 0.138
H 0.052 -0.213 -0.120
H -0.039 0.066 0.066
O 0.004 -0.087 -0.074
S 0.069 0.063 -0.022
O -0.088 -0.120 -0.002
O 0.144 -0.004 0.154
C -0.133 0.106 -0.093
C 0.182 -0.064 0.126
O -0.045 0.181 -0.008
H -0.009 -0.005 -0.007
H 0.053 -0.116 -0.083
H -0.125 -0.024 -0.055
H 0.014 0.006 -0.010
O 0.075 -0.008 0.009
S -0.030 0.062 -0.041
O -0.003 -0.036 -0.173
O 0.073 -0.056 0.113
C -0.145 0.030 0.003
C 0.093 -0.085 0.081
O -0.126 -0.043 0.015
H -0.010 -0.015 -0.011
H 0.096 0.033 -0.022
H -0.030 0.037 -0.097
H 0.007 0.013 0.018
O 0.059 -0.024 0.040
S 0.022 0.088 0.032
O -0.053 -0.093 -0.203
O 0.059 -0.128 0.034
C -0.146 0.018 -0.040
C 0.098 -0.120 0.006
O -0.099 -0.012 -0.068
H 0.001 0.005 -0.023
H 0.076 0.031 0.062
H -0.021 0.103 -0.018
H -0.004 -0.009 0.017
O -0.026 0.054 0.025
S -0.037 0.027 -0.008
O -0.020 -0.035 -0.053
O 0.032 0.056 0.102
C 0.046 -0.195 -0.101
C 0.083 0.200 0.297
O 0.076 -0.163 -0.050
H 0.008 0.006 -0.015
H -0.097 0.080 0.028
H -0.124 -0.026 -0.239
H -0.010 0.000 0.004